No. 1
Here is a molecular structure, C8H27FN9O17PS from the Open Molecules 2025 dataset. Energies are from the ωB97M-V functional and the def2-TZVPD basis.

Cartesian coordinates (Å):
1 C -2.3890 -3.7833 4.6479
2 N -2.5186 -3.3094 3.2159
3 P -1.2726 -2.0093 2.9933
4 N -1.4099 -0.7514 4.2494
5 O 0.3405 -2.7240 3.1773
6 S -4.0383 -2.4896 2.9197
7 O -3.6922 -1.1461 2.1699
8 O -4.8706 -3.3457 1.9349
9 F -4.8779 -2.0530 4.3501
10 H -1.2551 -4.0337 4.9247
11 H -2.9960 -4.7576 4.8994
12 H -2.7213 -2.9735 5.4525
13 H -1.5311 -1.1498 5.2063
14 H -2.1159 -0.0161 4.0230
15 H 0.8173 -2.3940 2.3375
16 C -7.7702 -3.0065 1.3899
17 N -9.1549 -3.3063 1.8442
18 O -10.0315 -3.3824 0.9754
19 O -9.3226 -3.4567 3.0600
20 H -7.7702 -2.8997 0.3031
21 H -7.4605 -2.0754 1.8689
22 H -7.1352 -3.8407 1.6954
23 C -0.4125 1.8920 0.8933
24 N 0.4552 1.0568 1.7669
25 O 0.8788 -0.0048 1.2952
26 O 0.6864 1.4906 2.9015
27 H -0.5306 1.3912 -0.0699
28 H -1.3774 1.9994 1.3930
29 H 0.0795 2.8587 0.7675
30 C 1.6655 5.5288 -1.8042
31 N 0.5315 4.6152 -1.4992
32 O -0.6054 5.1011 -1.5097
33 O 0.8149 3.4360 -1.2579
34 H 1.2716 6.5292 -1.9956
35 H 2.3270 5.5345 -0.9355
36 H 2.1742 5.1391 -2.6883
37 C 1.6704 -0.1325 -2.3583
38 N 2.5771 0.6053 -3.2788
39 O 3.0304 -0.0173 -4.2462
40 O 2.8080 1.7886 -3.0041
41 H 1.5570 -1.1567 -2.7199
42 H 2.1276 -0.1219 -1.3668
43 H 0.7088 0.3850 -2.3580
44 C 3.8762 -3.3102 -5.9279
45 N 2.4914 -3.6099 -5.4736
46 O 1.6148 -3.6861 -6.3424
47 O 2.3237 -3.7604 -4.2578
48 H 3.8762 -3.2034 -7.0147
49 H 4.1859 -2.3791 -5.4489
50 H 4.5111 -4.1444 -5.6225
51 C -0.1296 5.5987 2.9386
52 N 0.7771 6.3365 2.0181
53 O 1.2304 5.7138 1.0507
54 O 1.0080 7.5197 2.2928
55 H -0.2430 4.5745 2.5770
56 H 0.3276 5.6092 3.9301
57 H -1.0912 6.1161 2.9389
58 C 6.5195 -0.2614 -3.2983
59 N 6.6276 -1.7446 -3.3435
60 O 5.6823 -2.3660 -3.8428
61 O 7.6583 -2.2430 -2.8765
62 H 5.5668 0.0371 -3.7407
63 H 6.5697 0.0410 -2.2503
64 H 7.3551 0.1476 -3.8702

Forces on the atoms, in the same order (eV/Å):
0.165 -1.230 2.845
-0.979 0.772 3.367
2.694 3.106 -2.599
-0.326 -2.423 0.346
-2.037 0.943 -0.494
-1.363 2.553 -7.603
-1.284 -4.669 4.049
2.629 2.293 5.107
1.801 -1.327 -2.315
-2.367 0.579 -1.118
1.075 1.922 -0.837
0.586 -1.608 -1.844
0.121 0.987 -0.813
0.695 -1.240 0.139
-1.295 -0.579 1.806
0.093 -0.044 -0.249
-1.021 -0.155 0.158
1.017 0.039 1.412
0.057 0.178 -1.726
-0.119 -0.042 0.297
-0.013 -0.287 0.030
-0.170 0.311 0.061
-0.158 -0.056 -0.158
0.471 -0.353 0.715
-0.312 1.222 0.811
-0.204 -0.817 -1.691
0.109 0.144 0.331
0.190 -0.015 0.010
-0.137 -0.257 0.095
0.206 0.264 -0.175
-0.756 -0.240 0.103
1.502 -1.050 0.119
-0.594 1.616 -0.415
-0.020 -0.325 0.115
-0.150 -0.110 -0.295
-0.077 -0.077 0.208
-0.155 -0.367 0.039
0.486 0.526 -0.555
-0.357 1.047 1.157
-0.098 -1.736 -0.611
0.120 0.265 -0.020
-0.161 0.151 -0.141
0.254 0.033 0.090
0.109 0.105 -0.364
-0.930 -0.183 0.118
1.006 0.063 1.439
0.003 0.214 -1.694
-0.178 -0.091 0.275
-0.106 -0.347 0.002
-0.112 0.262 0.120
-0.162 -0.322 0.032
0.561 0.822 -0.411
-0.464 0.984 1.296
-0.237 -1.948 -0.649
0.128 0.285 0.044
-0.125 0.117 -0.184
0.248 0.014 0.075
-0.255 0.276 -0.099
0.265 -1.038 0.078
1.524 0.631 0.836
-1.657 0.585 -0.769
0.188 -0.180 0.071
0.148 -0.081 -0.200
-0.068 -0.112 0.233

- F_max (Eh/bohr) = 0.15820
- HOMO (hartree) = -0.338
- HOMO-LUMO gap (eV) = 7.62
- spin multiplicity = 1

No. 2
Here is a molecular structure, C6H24B3Be2Cl12 from the Open Molecules 2025 dataset. Energies are from the ωB97M-V functional and the def2-TZVPD basis.

Cartesian coordinates (Å):
1 Be -0.5013 3.2182 3.2828
2 Be 0.1317 0.8659 -0.0596
3 B 0.2682 -1.2913 -1.3234
4 H 0.5750 -0.4543 -1.9313
5 H -0.7950 -1.1830 -1.1744
6 H 0.5163 -2.1763 -1.8885
7 H 0.7478 -1.2017 -0.3610
8 B -0.7852 0.7623 2.5565
9 H 0.1673 1.2680 2.5229
10 H -1.0243 0.4115 3.5485
11 H -1.5541 1.4692 2.2859
12 H -0.7837 -0.0845 1.8878
13 B 0.1070 3.2817 0.7942
14 H -0.1816 4.1731 1.3294
15 H 0.5448 3.5420 -0.1570
16 H 0.8172 2.6957 1.3568
17 H -0.7604 2.6785 0.5752
18 C -1.2292 -4.3200 -0.9491
19 Cl -2.4900 -3.7686 -2.0709
20 Cl -1.7857 -5.8453 -0.1166
21 H -0.2192 -4.3603 -1.3571
22 H -1.3292 -3.5788 -0.1562
23 C -4.2186 -0.5416 2.5125
24 Cl -4.3659 1.2301 2.1201
25 Cl -3.5725 -1.6044 1.1144
26 H -3.4350 -0.6237 3.2657
27 H -5.1641 -0.8808 2.9357
28 C 2.5448 1.7142 -3.9401
29 Cl 1.2218 2.3681 -2.9059
30 Cl 3.8646 2.8997 -4.0074
31 H 2.9111 0.7229 -3.6733
32 H 2.1145 1.5859 -4.9334
33 C 3.4510 -0.0050 2.9217
34 Cl 2.1565 -0.9419 2.1425
35 Cl 2.9913 1.6235 3.5018
36 H 3.7871 -0.5791 3.7851
37 H 4.3810 0.0515 2.3561
38 C -3.9453 0.2910 -2.3212
39 Cl -2.4674 1.0544 -1.6488
40 Cl -3.7611 0.0555 -4.0265
41 H -4.1757 -0.6558 -1.8327
42 H -4.7187 1.0174 -2.0715
43 C 3.9233 -1.0578 -0.8369
44 Cl 5.2294 -1.3993 0.3204
45 Cl 3.3918 0.6540 -0.8693
46 H 4.3304 -1.3361 -1.8089
47 H 3.0892 -1.7449 -0.6949

Forces on the atoms, in the same order (eV/Å):
0.489 -3.222 -4.160
-0.181 -1.777 -0.545
-1.119 1.799 0.967
1.333 3.852 -2.721
-4.116 0.056 0.588
1.277 -3.153 -1.671
2.378 0.143 4.666
0.142 2.080 2.186
4.264 1.874 0.431
-0.597 -1.759 3.519
-3.723 3.291 -1.331
0.009 -3.006 -3.376
0.820 -2.139 -0.096
-1.867 4.243 2.834
1.858 1.963 -2.962
3.137 -2.146 1.998
-3.839 -2.800 -0.918
-1.358 0.193 1.439
0.370 -0.217 -0.457
0.690 0.531 -0.677
-0.460 -0.344 -0.168
0.678 -0.130 -0.116
1.121 0.000 -0.388
-0.084 -1.180 -0.075
-1.000 1.242 1.233
-0.157 0.092 -0.178
0.071 -0.128 -0.685
-0.163 0.221 -0.728
0.228 -0.443 0.003
-0.215 -0.510 0.014
-0.128 0.386 0.754
0.010 0.427 0.101
0.729 -0.640 0.902
0.506 0.586 0.061
0.000 -0.277 -0.292
-0.595 0.125 0.224
-0.683 0.393 -0.752
-0.417 0.075 0.595
0.340 0.331 0.367
-0.143 -0.050 -0.351
0.460 0.112 0.031
0.008 -0.152 -0.391
0.255 -0.631 -0.596
-0.358 0.183 -0.127
0.134 -0.564 0.311
0.038 0.569 -0.001
-0.141 0.498 0.540

- net charge = +1
- F_max (Eh/bohr) = 0.10566
- HOMO (hartree) = -0.455
- HOMO-LUMO gap (eV) = 3.61
- spin multiplicity = 1